[1]
A cluster of 3 separate species, C2H11NO2 in total. Source: OMol25; level of theory: ωB97M-V/def2-TZVPD.

```
16
Properties=species:S:1:pos:R:3:forces:R:3
C -1.21410 1.44928 3.53263 -0.27 -0.57 -0.97
C -1.55428 0.70148 2.22660 -0.23 0.83 -1.22
N -1.95206 1.67137 1.16685 -0.62 -0.30 -0.19
H -1.55154 2.48101 3.39889 -0.28 -0.19 0.39
H -1.71830 0.92868 4.34882 0.17 0.42 0.24
H -0.14751 1.50386 3.70430 0.29 -0.18 0.13
H -0.77875 0.10270 1.76024 0.68 -0.31 0.77
H -2.40812 0.02352 2.32817 0.04 0.17 0.34
H -1.29218 2.42609 1.03792 0.39 -0.06 0.28
H -1.92873 1.17413 0.27414 -0.10 0.18 0.18
H 2.38216 1.78789 -2.23418 -0.08 -0.36 0.00
H 2.82577 0.31489 -2.39183 -0.08 0.06 0.11
O 2.12599 0.93874 -2.64877 0.08 0.30 -0.10
H 1.97654 -4.18114 -4.20754 0.11 0.04 0.99
H 0.85932 -4.30598 -3.20786 0.04 0.12 0.31
O 1.82430 -4.27852 -3.23912 -0.12 -0.14 -1.25
```
Positions in Å, forces in eV/Å.

Calculated values
- Net charge: -1
- F_max: 1.50 eV/A
- <S²>: 0.750
- Energy relative to the best compared isomer or geometry (same formula, charge and spin): 0.454 eV
- LUMO (alpha / beta): 0.132 / 0.135 Ha
- Multiplicity: 2
- Electronic energy: -7835.7912 eV
- HOMO level (alpha / beta): 1.20 / -6.19 eV

=====

[2]
A cluster of 3 separate species, C2H11NO2 in total. Source: OMol25; level of theory: ωB97M-V/def2-TZVPD.

```
16
Properties=species:S:1:pos:R:3:forces:R:3
C 0.52330 1.74341 -1.16005 -2.84 0.43 3.34
C -0.12234 0.50854 -0.59986 -0.02 -5.36 -0.24
N -1.43548 0.38095 0.30916 3.43 -1.31 -1.76
H 0.09321 1.88812 -2.07311 -1.54 1.05 -2.41
H 1.55741 1.76416 -1.38759 1.16 -0.12 1.01
H 0.02931 2.38649 -0.37566 1.67 1.12 -1.13
H 0.58765 -0.08818 -0.03140 0.40 0.29 0.30
H -0.33336 -0.19722 -1.44709 0.09 0.53 0.46
H -1.71898 1.28443 0.21553 -2.03 3.23 0.26
H -2.03681 -0.17055 -0.29461 -0.27 0.14 0.26
O -0.32591 -0.56535 3.74634 0.35 -0.52 1.01
H -0.52252 0.09673 3.09747 -0.29 0.15 -0.84
H -0.39748 -1.44052 3.35203 -0.11 0.36 -0.26
O 1.20411 -2.89922 -1.18721 1.80 1.42 -0.42
H 2.08630 -2.50735 -1.51768 -2.17 -0.91 0.85
H 0.81159 -2.18444 -0.64626 0.37 -0.51 -0.43
```
Positions in Å, forces in eV/Å.

Calculated values
- F_max: 5.37 eV/A
- Energy relative to the best compared isomer or geometry (same formula, charge and spin): 2.268 eV
- LUMO: 0.023 Ha
- Electronic energy: -7835.6580 eV
- Structure (SMILES): CCN.O.O
- HOMO level: -10.35 eV

=====

[3]
A cluster of 3 separate species, C2H11NO2S in total. Source: OMol25; level of theory: ωB97M-V/def2-TZVPD.

```
17
Properties=species:S:1:pos:R:3:forces:R:3
N 1.21362 -1.80212 -0.17930 -0.58 -0.14 0.31
C 0.96380 -0.37841 0.04187 0.11 0.13 -0.55
C 1.05166 0.38993 -1.24475 0.92 0.39 -1.63
S 0.51330 2.12318 -1.10618 -0.40 0.01 0.54
H 0.90721 -2.27553 0.66976 0.49 -0.18 0.05
H 0.48993 -2.12332 -0.82119 0.25 0.03 -0.28
H 1.67094 0.06476 0.71931 0.57 -0.09 0.42
H 0.00829 -0.20720 0.47990 -1.13 0.23 0.44
H 2.08289 0.41644 -1.61589 -0.01 -0.09 0.38
H 0.52489 -0.05285 -2.09518 -0.39 -0.26 0.44
H 1.31414 2.66275 -2.02279 0.18 -0.09 -0.12
O -2.51753 4.11235 -0.18901 -0.34 -0.01 0.73
H -2.17744 4.19453 0.71418 0.30 0.03 -0.34
H -3.45071 3.94494 -0.00232 0.02 0.00 -0.39
O -0.74396 -3.76329 1.84612 -0.05 0.19 0.20
H -0.79552 -4.37700 2.58737 0.06 -0.04 -0.11
H -1.05551 -2.92914 2.21811 -0.01 -0.09 -0.09
```
Positions in Å, forces in eV/Å.

Calculated values
- F_max: 1.91 eV/A
- Energy relative to the best compared isomer or geometry (same formula, charge and spin): 0.627 eV
- LUMO: 0.021 Ha
- Electronic energy: -18672.2447 eV
- Structure (SMILES): NCCS.O.O
- HOMO level: -8.81 eV

=====

[4]
A cluster of 4 separate species, C2H11NO3 in total. Source: OMol25; level of theory: ωB97M-V/def2-TZVPD.

```
17
Properties=species:S:1:pos:R:3:forces:R:3
C -0.85387 1.22425 -2.37375 -1.12 -0.99 2.81
C -0.54509 0.61447 -1.15735 2.87 1.71 -1.44
N -0.50961 1.02540 0.19703 -0.92 -0.52 -1.28
H -1.65849 1.98876 -2.42857 0.92 -0.38 -0.36
H -0.37809 0.74060 -3.22413 -0.65 0.21 -0.15
H 0.25394 -0.13521 -1.30636 -0.68 0.03 0.26
H -1.02861 1.84381 0.42172 -0.49 0.58 0.00
H 0.43352 1.12703 0.56253 -0.03 -0.62 0.12
H 2.91726 -1.54151 -1.20470 0.04 -1.11 -2.00
H 2.15266 -1.26965 0.00370 -1.19 -0.19 1.01
O 2.98148 -1.07450 -0.40606 1.22 1.27 1.02
H -2.39220 -1.15720 0.13142 0.28 -0.21 0.50
H -3.22997 -1.85124 1.16477 -2.66 -0.45 0.76
O -2.35439 -1.71545 0.93043 2.40 0.60 -1.21
H 1.41180 0.27666 3.62192 0.00 0.38 0.65
H 1.46678 -0.52891 2.38979 -0.26 1.31 -0.17
O 1.33291 0.43269 2.67761 0.26 -1.62 -0.54
```
Positions in Å, forces in eV/Å.

Calculated values
- Net charge: -1
- F_max: 3.64 eV/A
- <S²>: 0.751
- Energy relative to the best compared isomer or geometry (same formula, charge and spin): 1.288 eV
- LUMO (alpha / beta): 0.137 / 0.130 Ha
- Multiplicity: 2
- Electronic energy: -9882.4147 eV
- HOMO level (alpha / beta): 0.87 / -5.10 eV

=====

[5]
A cluster of 3 separate species, C2H11NO3 in total. Source: OMol25; level of theory: ωB97M-V/def2-TZVPD.

```
17
Properties=species:S:1:pos:R:3:forces:R:3
C 1.06695 0.54831 -2.35663 0.62 0.04 1.33
N 1.27565 1.08763 -0.98688 0.55 -0.01 -0.14
C 1.12068 0.01201 -0.02052 -0.43 -0.32 -0.53
O 1.79441 0.27967 1.17437 -0.13 0.58 -0.15
H 0.16332 -0.06161 -2.33850 -0.10 0.23 -0.29
H 1.01704 1.37363 -3.05247 -0.19 -0.03 -0.29
H 1.92000 -0.10375 -2.57624 -0.17 -0.10 -0.48
H 2.25451 1.37323 -0.89999 -0.28 0.04 -0.23
H 1.51106 -0.93655 -0.41602 0.09 -0.05 0.19
H 0.04123 -0.08577 0.12298 -0.09 -0.25 0.18
H 1.54119 1.19500 1.36626 0.10 -0.15 0.39
O -2.39949 -2.01822 -0.07552 -0.05 0.01 0.47
H -1.75144 -2.71452 0.08210 -0.02 0.02 -0.07
H -3.01083 -2.09243 0.67225 0.09 -0.06 -0.31
O -2.03848 0.62009 1.95364 0.01 -0.12 0.08
H -2.98788 0.57542 2.10062 0.01 0.07 -0.01
H -1.81190 -0.23052 1.55942 0.01 0.08 -0.13
```
Positions in Å, forces in eV/Å.

Calculated values
- F_max: 1.46 eV/A
- Energy relative to the best compared isomer or geometry (same formula, charge and spin): 0.947 eV
- LUMO: 0.015 Ha
- Electronic energy: -9884.2530 eV
- Structure (SMILES): CNCO.O.O
- HOMO level: -9.08 eV

=====

[6]
A structure of composition C2H11NO4P2S2Si2. Source: OMol25; level of theory: ωB97M-V/def2-TZVPD.

```
24
Properties=species:S:1:pos:R:3:forces:R:3
N 2.84913 0.08586 1.74910 -0.16 -0.25 0.15
Si 1.86006 -0.39286 0.45771 0.25 0.09 0.22
S 2.69176 0.37086 -1.35806 -0.08 0.11 -0.12
O 0.32163 0.14354 0.69213 -0.05 -0.24 -0.34
Si -0.72695 0.73442 -0.42110 0.01 0.07 0.06
C -2.47050 0.68600 0.25353 -0.10 0.04 0.22
C -3.13079 -0.65542 0.11251 0.17 0.19 -0.51
O -3.32740 -1.45436 0.97867 -0.04 -0.12 0.25
O -3.45392 -0.88893 -1.18764 0.00 0.11 0.12
P -0.13096 2.92445 -0.68721 0.17 0.02 0.33
S 1.01155 3.54654 0.77586 -0.06 -0.07 -0.13
P 1.90007 -2.67201 0.32127 0.06 0.03 0.28
O 2.19002 -3.32426 1.63013 -0.02 0.04 -0.17
H 3.42493 -0.63231 2.17238 -0.02 0.09 -0.02
H 2.42490 0.66250 2.46460 0.08 0.08 -0.11
H 2.00364 -0.43631 -2.18437 -0.01 -0.04 0.05
H -0.62649 -0.00567 -1.69611 -0.02 0.05 0.00
H -2.45310 0.96122 1.31059 0.01 0.02 -0.10
H -3.03851 1.43500 -0.30661 -0.04 -0.08 0.03
H -3.86042 -1.76509 -1.22639 -0.04 -0.10 0.02
H -1.34666 3.62451 -0.81575 -0.05 -0.03 -0.13
H 0.37436 3.05241 -1.99429 -0.02 0.00 -0.05
H 0.69693 -3.05694 -0.32048 -0.01 0.02 -0.02
H 2.81671 -2.94314 -0.72048 -0.01 -0.03 -0.03
```
Positions in Å, forces in eV/Å.

Calculated values
- F_max: 0.57 eV/A
- Energy relative to the best compared isomer or geometry (same formula, charge and spin): 0.000 eV
- LUMO: 0.005 Ha
- Electronic energy: -67941.0000 eV
- HOMO level: -8.82 eV

=====

[7]
A cluster of 3 separate species, C2H12N2O2 in total. Source: OMol25; level of theory: ωB97M-V/def2-TZVPD.

```
18
Properties=species:S:1:pos:R:3:forces:R:3
N 0.53370 -0.75059 1.47565 -0.88 -1.66 -0.27
C -0.60390 0.08038 1.56088 -3.14 0.74 -0.69
C -0.83064 1.39580 0.65693 2.55 -2.10 -1.40
N -1.50671 1.07897 -0.62135 1.92 -1.56 1.51
H 1.35205 -0.36462 1.77932 2.29 1.59 1.34
H 0.83997 -1.25053 0.66649 -0.67 0.25 -0.20
H -0.64205 0.44336 2.63273 -0.28 -0.55 -1.09
H -1.59632 -0.53316 1.26816 2.14 1.03 1.14
H -1.45300 2.02572 1.20123 -0.72 1.47 1.25
H 0.19016 1.85430 0.39044 -1.56 -0.43 0.62
H -1.14870 1.59351 -1.35999 0.50 1.20 -1.53
H -2.47680 1.11839 -0.58294 -1.81 0.19 0.09
O 2.15552 -0.15092 -1.07039 1.46 2.48 2.92
H 2.55826 0.30852 -1.77111 0.91 0.98 -1.27
H 1.77452 -0.87194 -1.45237 -1.92 -3.04 -1.89
O -0.12171 -1.48789 -1.44381 0.71 -2.31 -1.44
H -0.58255 -0.69017 -1.30977 -1.19 2.02 0.60
H 0.33225 -1.67860 -0.63550 -0.31 -0.29 0.31
```
Positions in Å, forces in eV/Å.

Calculated values
- F_max: 4.10 eV/A
- Energy relative to the best compared isomer or geometry (same formula, charge and spin): 1.740 eV
- LUMO: 0.031 Ha
- Electronic energy: -9342.4628 eV
- Structure (SMILES): NCCN.O.O
- HOMO level: -8.69 eV